Density functional theory data (the ωB97M-V functional and the def2-TZVPD basis) for one molecule with the formula C16H27N3O5.

Each atom is followed by the atoms it is bonded to, with distances in Å.
Geometry (Å):
1 C 3.1538 2.8309 -0.4510  C2 1.530, H25 1.087, H26 1.086, H27 1.086
2 C 3.7756 1.5732 0.1589  C1 1.530, C3 1.531, C4 1.527, N5 1.465
3 C 3.5748 1.5583 1.6763  C2 1.531, H28 1.088, H29 1.086, H30 1.086
4 C 5.2607 1.4894 -0.1848  C2 1.527, H31 1.086, H32 1.088, H33 1.088
5 N 3.1412 0.3910 -0.4303  C2 1.465, C6 1.328, H34 1.016
6 C 1.8511 0.0927 -0.3289  N5 1.328, O7 1.215, N8 1.423
7 O 0.9580 0.7549 0.1613  C6 1.215
8 N 1.4948 -1.1729 -0.8740  C6 1.423, C9 1.359, H35 1.016
9 C 2.2916 -2.2616 -1.0397  N8 1.359, O10 1.210, C11 1.532
10 O 3.4943 -2.2222 -1.1627  C9 1.210
11 C 1.5055 -3.5767 -1.0477  C9 1.532, O12 1.419, H36 1.092, H37 1.095
12 O 0.2599 -3.4272 -0.3848  C11 1.419, C13 1.347
13 C 0.3253 -3.1426 0.9302  O12 1.347, O14 1.200, C15 1.518
14 O 1.3390 -3.1935 1.5707  C13 1.200
15 C -1.0143 -2.6386 1.4351  C13 1.518, N16 1.447, H38 1.093, H39 1.095
16 N -1.2429 -1.3151 0.8962  C15 1.447, C17 1.363, H40 1.011
17 C -2.2641 -1.0640 0.0288  N16 1.363, O18 1.211, C19 1.521
18 O -2.9974 -1.9478 -0.3567  C17 1.211
19 C -2.3451 0.4013 -0.3709  C17 1.521, C20 1.532, C24 1.536, H41 1.096
20 C -3.2238 0.6123 -1.6074  C19 1.532, C21 1.527, H42 1.093, H43 1.092
21 C -4.7021 0.3679 -1.3143  C20 1.527, C22 1.524, H44 1.090, H45 1.092
22 C -5.1775 1.2318 -0.1518  C21 1.524, C23 1.525, H46 1.093, H47 1.092
23 C -4.3366 0.9437 1.0873  C22 1.525, C24 1.525, H48 1.092, H49 1.092
24 C -2.8683 1.2421 0.8036  C19 1.536, C23 1.525, H50 1.092, H51 1.092
25 H 3.2940 2.8366 -1.5294  C1 1.087
26 H 3.6202 3.7177 -0.0316  C1 1.086
27 H 2.0894 2.8592 -0.2367  C1 1.086
28 H 3.9809 0.6436 2.1025  C3 1.088
29 H 4.0764 2.4090 2.1289  C3 1.086
30 H 2.5152 1.6125 1.9101  C3 1.086
31 H 5.7853 2.3505 0.2195  C4 1.086
32 H 5.6999 0.5885 0.2380  C4 1.088
33 H 5.4018 1.4743 -1.2631  C4 1.088
34 H 3.7491 -0.3434 -0.7807  N5 1.016
35 H 0.4923 -1.3344 -0.8448  N8 1.016
36 H 1.2758 -3.8780 -2.0715  C11 1.092
37 H 2.1222 -4.3414 -0.5647  C11 1.095
38 H -1.0068 -2.6244 2.5283  C15 1.093
39 H -1.8256 -3.2678 1.0556  C15 1.095
40 H -0.6137 -0.5661 1.1534  N16 1.011
41 H -1.3248 0.7343 -0.5937  C19 1.096
42 H -3.0866 1.6396 -1.9548  C20 1.093
43 H -2.8968 -0.0608 -2.4026  C20 1.092
44 H -4.8434 -0.6837 -1.0664  C21 1.090
45 H -5.2886 0.5880 -2.2090  C21 1.092
46 H -5.0849 2.2890 -0.4151  C22 1.093
47 H -6.2299 1.0286 0.0555  C22 1.092
48 H -4.4502 -0.1066 1.3635  C23 1.092
49 H -4.6795 1.5534 1.9263  C23 1.092
50 H -2.7595 2.2977 0.5441  C24 1.092
51 H -2.2655 1.0564 1.6949  C24 1.092

- Total energy: -1166.4609 Ha
- Multiplicity: 1